Below is a cluster of 2 separate species, C14H19BrClF3O11PS2 in total, with properties calculated with ωB97M-V/def2-TZVPD.

Summary:
DFT total energy, Ha: -5844.28372
2S+1: 1
Charge: -1
Largest force on an atom, Eh/bohr: 0.0135
HOMO-LUMO gap, hartree: 0.2869

Atoms and positions in Å:
C (4.436, 0.523, -0.013)
C (3.690, 0.780, -1.315)
O (2.318, 1.156, -1.009)
P (1.322, 1.407, -2.226)
O (1.998, 1.460, -3.536)
C (0.083, 0.092, -2.150)
C (-1.297, 0.271, -1.480)
C (-1.451, 0.651, -0.006)
C (-0.377, 0.153, 0.963)
C (0.002, -1.289, 0.829)
O (-0.529, -2.094, 0.125)
Br (1.449, -1.796, 1.981)
O (-1.453, 2.102, 0.131)
C (-2.408, 2.495, 0.980)
O (-2.654, 3.630, 1.249)
O (-3.043, 1.412, 1.499)
C (-2.897, 0.358, 0.543)
S (-3.163, -1.131, 1.562)
C (-3.966, 0.484, -0.549)
C (-5.401, 0.285, -0.125)
O (-6.127, -0.509, -0.636)
Cl (-6.037, 1.405, 1.072)
O (0.535, 2.713, -1.817)
C (1.310, 3.888, -1.500)
C (1.056, 4.323, -0.072)
H (4.550, -0.540, 0.188)
H (5.428, 0.970, -0.038)
H (3.890, 0.955, 0.822)
H (4.149, 1.596, -1.870)
H (3.674, -0.107, -1.943)
H (-0.098, -0.074, -3.213)
H (0.591, -0.797, -1.785)
H (-1.801, -0.690, -1.576)
H (-1.861, 0.985, -2.080)
H (-0.769, 0.268, 1.978)
H (0.504, 0.788, 0.914)
H (-2.970, -2.043, 0.605)
H (-3.898, 1.469, -1.023)
H (-3.812, -0.275, -1.311)
H (2.373, 3.694, -1.655)
H (1.029, 4.669, -2.206)
H (1.379, 5.355, 0.063)
H (-0.009, 4.269, 0.141)
H (1.588, 3.686, 0.633)
C (0.335, -5.694, 1.999)
F (-0.459, -6.777, 1.936)
F (0.481, -5.235, 0.744)
F (-0.336, -4.750, 2.687)
S (1.963, -6.079, 2.778)
O (2.497, -7.086, 1.889)
O (1.573, -6.539, 4.092)
O (2.614, -4.787, 2.731)



Below is a structure of composition C14H19BrMnO at a distorted geometry, with properties calculated with ωB97M-V/def2-TZVPD.

Summary:
DFT total energy, Ha: -4345.06822
2S+1: 6
Charge: -2
Largest force on an atom, Eh/bohr: 0.0834
HOMO-LUMO gap (alpha / beta), hartree: 0.1735 / 0.1749
⟨S²⟩: 8.762

Atoms and positions in Å:
C (-1.240, -0.947, -1.574)
C (-1.619, -2.069, -0.753)
C (-2.330, -1.550, 0.430)
H (-1.301, -3.081, -0.902)
C (-2.311, -0.091, 0.289)
C (-1.755, 0.254, -0.970)
H (-1.625, 1.275, -1.381)
H (-0.761, -0.945, -2.552)
H (-2.456, -2.074, 1.390)
H (-2.667, 0.659, 0.992)
Mn (-0.372, -1.054, 0.607)
Br (1.145, -2.873, 1.083)
C (2.128, 1.442, 0.470)
C (1.349, 2.190, -0.450)
C (1.218, 1.425, -1.635)
H (0.902, 3.169, -0.248)
C (1.893, 0.187, -1.427)
C (2.444, 0.189, -0.137)
H (3.054, -0.600, 0.319)
H (2.292, 1.691, 1.514)
H (0.634, 1.700, -2.520)
H (1.828, -0.702, -2.067)
C (-0.616, 1.528, 3.773)
C (-0.044, 0.216, 3.198)
C (1.367, -0.012, 3.700)
C (-0.958, -0.935, 3.588)
O (0.012, 0.352, 1.798)
H (-0.625, 1.457, 4.876)
H (-1.662, 1.706, 3.461)
H (-0.025, 2.421, 3.508)
H (1.325, -0.099, 4.787)
H (1.773, -0.939, 3.288)
H (2.060, 0.787, 3.439)
H (-1.977, -0.798, 3.210)
H (-0.578, -1.875, 3.169)
H (-0.971, -0.996, 4.680)



Below is the ion C14H19Cl2N2O with charge +1 at a distorted geometry, with properties calculated with ωB97M-V/def2-TZVPD.

Summary:
DFT total energy, Ha: -1649.28961
2S+1: 1
Charge: +1
Largest force on an atom, Eh/bohr: 0.1746
HOMO-LUMO gap, hartree: 0.2769
Structure (SMILES): CCCCCc1n[nH+]cc(/C(Cl)=C(/C)Cl)c1CC=O

Atoms and positions in Å:
C (-1.805, -0.760, -4.131)
C (-0.600, -1.874, -3.922)
C (-1.168, -2.934, -2.762)
C (-0.355, -2.798, -1.345)
C (-1.139, -1.841, -0.219)
C (0.094, -1.252, 0.745)
N (1.237, -2.155, 1.008)
N (2.265, -1.693, 1.759)
C (2.552, -0.387, 2.440)
C (1.376, 0.792, 2.269)
C (1.544, 2.292, 2.912)
Cl (1.383, 2.662, 4.742)
C (1.848, 3.408, 1.945)
C (2.105, 4.974, 2.367)
Cl (1.956, 3.002, 0.108)
C (0.119, 0.251, 1.368)
C (-1.151, 1.277, 1.082)
C (-2.576, 0.661, 1.692)
O (-3.478, 1.427, 2.348)
H (-1.890, -0.038, -3.202)
H (-2.805, -1.375, -4.256)
H (-1.613, -0.209, -5.148)
H (-0.346, -2.463, -4.924)
H (0.399, -1.341, -3.577)
H (-2.334, -2.908, -2.664)
H (-0.903, -4.016, -3.192)
H (0.658, -2.213, -1.586)
H (-0.016, -3.825, -0.880)
H (-1.873, -2.557, 0.388)
H (-1.694, -1.001, -0.817)
H (3.051, -2.404, 1.895)
H (3.565, -0.185, 3.038)
H (1.268, 5.639, 1.888)
H (3.136, 5.293, 1.858)
H (2.252, 5.144, 3.521)
H (-0.977, 2.284, 1.699)
H (-1.241, 1.607, -0.041)
H (-2.840, -0.486, 1.594)



Below is an isolated molecule of C14H19Cl2N3O, with properties calculated with ωB97M-V/def2-TZVPD.

Summary:
DFT total energy, Ha: -1704.80457
2S+1: 1
Charge: 0
Largest force on an atom, Eh/bohr: 0.0108
HOMO-LUMO gap, hartree: 0.3258
Structure (SMILES): O=C(NCCN1CCCCC1)Nc1cccc(Cl)c1Cl

Atoms and positions in Å:
O (-0.799, 2.796, -0.926)
C (-1.488, 1.927, -0.439)
N (-1.027, 0.956, 0.383)
C (0.389, 0.718, 0.530)
C (0.867, -0.450, -0.362)
N (2.281, -0.727, -0.343)
C (2.797, -1.189, 0.929)
C (4.178, -1.806, 0.718)
C (5.121, -0.773, 0.110)
C (4.506, -0.232, -1.176)
C (3.114, 0.327, -0.890)
N (-2.868, 1.957, -0.634)
C (-3.853, 1.066, -0.223)
C (-4.976, 1.546, 0.454)
C (-5.984, 0.694, 0.858)
C (-5.897, -0.664, 0.603)
C (-4.805, -1.154, -0.096)
Cl (-4.714, -2.837, -0.457)
C (-3.795, -0.300, -0.529)
Cl (-2.509, -0.927, -1.505)
H (-1.649, 0.223, 0.682)
H (0.600, 0.504, 1.582)
H (0.893, 1.640, 0.236)
H (0.586, -0.224, -1.395)
H (0.345, -1.364, -0.060)
H (2.112, -1.940, 1.330)
H (2.881, -0.369, 1.666)
H (4.568, -2.168, 1.671)
H (4.083, -2.654, 0.039)
H (6.095, -1.222, -0.093)
H (5.268, 0.047, 0.817)
H (5.135, 0.552, -1.602)
H (4.419, -1.040, -1.904)
H (2.657, 0.685, -1.815)
H (3.207, 1.182, -0.198)
H (-3.189, 2.870, -0.925)
H (-5.040, 2.604, 0.660)
H (-6.841, 1.085, 1.383)
H (-6.671, -1.341, 0.923)



Below is a structure of composition C14H19Cl3F6MoO2 at a distorted geometry, with properties calculated with ωB97M-V/def2-TZVPD.

Summary:
DFT total energy, Ha: -2743.27042
2S+1: 1
Charge: 0
Largest force on an atom, Eh/bohr: 0.1004
HOMO-LUMO gap (alpha / beta), hartree: 0.1361 / 0.1363
Energy relative to the best compared isomer or geometry (same formula, charge and spin), kJ/mol: 42.1

Atoms and positions in Å:
C (-0.602, 0.826, -2.098)
C (-0.747, -0.591, -2.327)
C (0.553, -1.174, -2.286)
C (-1.996, -1.312, -2.704)
C (1.511, -0.146, -2.038)
C (0.813, 1.090, -1.911)
C (1.438, 2.438, -1.784)
C (-1.688, 1.840, -2.127)
C (0.867, -2.589, -2.643)
C (2.989, -0.325, -2.105)
Mo (-0.137, -0.209, -0.165)
Cl (-3.433, -3.854, 0.229)
Cl (-2.416, -0.527, 0.287)
Cl (0.690, -2.385, 0.324)
H (-2.872, -0.731, -2.419)
H (-2.066, -2.270, -2.180)
H (-2.042, -1.502, -3.779)
H (0.095, -3.262, -2.266)
H (1.821, -2.898, -2.211)
H (0.935, -2.736, -3.726)
H (3.294, -1.246, -1.599)
H (3.510, 0.518, -1.648)
H (3.338, -0.401, -3.142)
H (2.360, 2.389, -1.198)
H (0.758, 3.131, -1.287)
H (1.697, 2.854, -2.763)
H (-2.611, 1.436, -1.705)
H (-1.898, 2.163, -3.152)
H (-1.412, 2.722, -1.543)
O (-0.034, 1.668, 0.439)
H (0.543, 1.833, 1.223)
C (1.002, 1.101, 3.818)
C (-0.151, 0.132, 3.380)
O (0.073, -0.434, 2.234)
C (-0.117, -1.160, 4.418)
F (-0.248, -0.769, 5.714)
F (-1.100, -2.047, 4.128)
F (1.071, -1.808, 4.293)
C (-1.599, 0.895, 3.587)
F (-1.742, 1.266, 4.898)
F (-1.698, 2.025, 2.843)
F (-2.638, 0.095, 3.269)
H (1.951, 0.586, 3.630)
H (0.923, 1.348, 4.878)
H (1.013, 2.019, 3.213)



Below is a structure of composition C14H19ClN2Zn at a distorted geometry, with properties calculated with ωB97M-V/def2-TZVPD.

Summary:
DFT total energy, Ha: -2893.76107
2S+1: 1
Charge: 0
Largest force on an atom, Eh/bohr: 0.0879
HOMO-LUMO gap, hartree: 0.1930
Energy relative to the best compared isomer or geometry (same formula, charge and spin), kJ/mol: 246.1

Atoms and positions in Å:
C (0.412, 2.834, -1.237)
C (1.882, 2.323, -0.967)
H (-0.081, 2.292, -2.051)
H (0.480, 3.883, -1.576)
H (-0.248, 2.930, -0.353)
H (2.079, 1.253, -1.175)
H (2.524, 2.850, -1.693)
H (2.276, 2.663, -0.001)
C (-2.135, 0.840, -1.410)
C (-3.238, 0.201, -1.990)
C (-3.288, -1.190, -1.969)
C (-2.234, -1.884, -1.383)
H (-2.090, 1.934, -1.370)
H (-4.024, 0.806, -2.433)
H (-4.130, -1.737, -2.386)
H (-2.260, -2.965, -1.301)
N (-1.086, 0.167, -0.899)
C (-1.127, -1.188, -0.853)
C (-0.043, -1.879, -0.129)
N (0.945, -1.121, 0.418)
C (1.806, -1.725, 1.252)
C (0.797, -3.883, 0.952)
C (1.762, -3.089, 1.567)
H (2.552, -1.097, 1.727)
H (2.479, -3.479, 2.289)
C (-0.100, -3.270, 0.084)
H (-0.875, -3.845, -0.404)
H (0.728, -4.952, 1.150)
Zn (0.652, 1.195, 0.273)
C (2.114, 1.217, 1.771)
H (3.040, 0.752, 1.388)
H (1.777, 0.661, 2.659)
H (2.335, 2.255, 2.059)
Cl (-1.284, 0.194, 2.432)
C (-0.694, 1.648, 1.738)
H (-1.546, 2.187, 1.316)
H (-0.158, 2.215, 2.505)



Below is a structure of composition C14H19ClN2Zn at a distorted geometry, with properties calculated with ωB97M-V/def2-TZVPD.

Summary:
DFT total energy, Ha: -2893.85482
2S+1: 1
Charge: 0
Largest force on an atom, Eh/bohr: 0.0517
HOMO-LUMO gap, hartree: 0.2169
Energy relative to the best compared isomer or geometry (same formula, charge and spin), kJ/mol: 0.0

Atoms and positions in Å:
C (-5.279, 0.226, 0.909)
C (-5.293, 1.524, 0.105)
H (-5.505, -0.634, 0.266)
H (-6.081, 0.251, 1.657)
H (-4.341, 0.041, 1.430)
H (-4.449, 1.629, -0.577)
H (-6.210, 1.572, -0.497)
H (-5.327, 2.406, 0.758)
C (0.793, -2.771, 0.667)
C (1.634, -3.858, 0.416)
C (2.741, -3.679, -0.410)
C (2.967, -2.414, -0.959)
H (-0.090, -2.864, 1.299)
H (1.410, -4.824, 0.875)
H (3.438, -4.498, -0.612)
H (3.822, -2.220, -1.607)
N (1.029, -1.546, 0.162)
C (2.112, -1.346, -0.635)
C (2.342, 0.032, -1.119)
N (1.484, 0.971, -0.661)
C (1.542, 2.226, -1.143)
C (3.483, 1.700, -2.461)
C (2.535, 2.635, -2.032)
H (0.757, 2.903, -0.814)
H (2.559, 3.666, -2.380)
C (3.372, 0.379, -2.020)
H (4.074, -0.385, -2.353)
H (4.294, 1.987, -3.123)
Zn (-0.087, 0.170, 0.789)
C (-1.533, 1.489, 0.540)
H (-1.792, 1.534, -0.527)
H (-1.202, 2.485, 0.892)
H (-2.381, 1.136, 1.153)
Cl (2.110, 0.670, 2.914)
C (0.566, -0.024, 2.743)
H (0.652, -1.088, 2.979)
H (-0.145, 0.517, 3.376)



Below is a cluster of 2 separate species, C14H19ClNO5S in total at a distorted geometry, with properties calculated with ωB97M-V/def2-TZVPD.

Summary:
DFT total energy, Ha: -1833.90986
2S+1: 1
Charge: +1
Largest force on an atom, Eh/bohr: 0.0219
HOMO-LUMO gap, hartree: 0.2508
Energy relative to the best compared isomer or geometry (same formula, charge and spin), kJ/mol: 0.0

Atoms and positions in Å:
C (1.986, 1.811, 0.833)
C (1.649, 1.205, -0.483)
O (2.143, 1.528, -1.504)
O (0.756, 0.136, -0.456)
C (-0.554, 0.407, -0.201)
O (-1.147, -0.262, 0.569)
C (-1.301, 1.478, -1.005)
C (-1.236, 2.865, -0.420)
C (-1.827, 3.163, 0.813)
C (-2.581, 2.169, 1.643)
C (-1.702, 4.455, 1.318)
C (-1.046, 5.435, 0.603)
C (-0.526, 5.124, -0.630)
N (-0.618, 3.869, -1.108)
Cl (-0.014, 3.645, -2.677)
H (2.380, 1.068, 1.517)
H (2.754, 2.553, 0.670)
H (1.135, 2.297, 1.304)
H (-1.049, 1.476, -2.056)
H (-2.335, 1.171, -0.937)
H (-3.446, 2.660, 2.075)
H (-1.962, 1.839, 2.470)
H (-2.942, 1.318, 1.091)
H (-2.132, 4.680, 2.280)
H (-0.953, 6.446, 0.957)
H (-0.049, 5.862, -1.250)
C (-0.204, -4.435, -0.902)
C (0.693, -3.283, -0.424)
C (1.688, -3.868, 0.585)
S (1.913, -5.595, 0.127)
O (1.394, -6.417, 1.187)
O (3.242, -5.788, -0.385)
C (0.737, -5.592, -1.224)
H (-0.798, -4.154, -1.770)
H (-0.890, -4.726, -0.104)
H (1.235, -2.866, -1.276)
H (0.114, -2.479, 0.024)
H (2.656, -3.375, 0.555)
H (1.296, -3.849, 1.600)
H (0.247, -6.561, -1.269)
H (1.295, -5.410, -2.142)



Question: What is the charge in the third record?
Answer: +1



Question: The lowest DFT total energy belongs to which entry?
Answer: C14H19BrClF3O11PS2



Question: Which of these has the lowest largest force on an atom?
Answer: C14H19Cl2N3O



Question: What is the formula in the fourth record?
Answer: C14H19Cl2N3O